This record from the Open Molecules 2025 dataset describes a single C12H17NO molecule. The level of theory is ωB97M-V/def2-TZVPD.

```
31
Properties=species:S:1:pos:R:3:forces:R:3
C 1.7404 1.7579 2.7387 -0.37 -0.96 -2.18
C 1.1922 -0.3192 1.5096 -1.77 0.62 -2.97
C 1.6205 -1.7607 1.4949 -0.31 0.20 -0.55
C 0.4915 -2.6750 1.0105 -1.32 -0.42 2.02
C -0.6085 -2.1008 0.0428 1.19 -3.09 -0.97
C -0.4552 -0.7670 -0.5170 1.10 1.62 -0.93
C -1.2190 -0.3279 -1.6650 -0.97 -0.11 1.91
C -1.1346 1.0350 -1.9486 0.66 1.23 -1.58
C -3.2205 1.3202 -3.3195 5.06 -0.77 -3.72
C 0.0251 1.8205 -1.4422 -3.29 1.13 -3.51
C 0.7548 1.3726 -0.4448 0.29 -2.02 4.09
C 0.4346 0.0707 0.0826 1.65 0.38 1.46
H 2.4410 2.5874 2.5976 -0.30 -0.12 0.75
H 1.6973 1.2358 3.6548 0.30 0.36 1.66
H 0.7134 2.0266 2.4814 -0.15 0.75 0.21
H 2.7328 1.0915 0.9829 -1.58 -1.46 1.88
H 0.3614 -0.3862 2.2001 -0.18 1.03 0.75
H 1.9219 -2.0982 2.4746 0.37 0.08 0.34
H 2.4251 -1.8867 0.8031 0.88 0.00 -0.33
H -0.0447 -3.1968 1.9194 0.81 1.27 -1.53
H 1.0490 -3.4906 0.6055 -0.16 -0.74 -0.87
H -0.6048 -2.8509 -0.8217 -0.49 0.94 0.97
H -1.5461 -2.1674 0.5344 -1.04 -0.25 0.42
H -2.0143 -1.1083 -1.8422 0.58 1.49 -0.79
H -3.7759 0.9316 -2.5858 -1.86 -2.01 2.94
H -2.8489 0.5408 -4.1450 -1.58 1.36 1.68
H -3.8037 2.0959 -3.7530 0.06 0.90 -0.58
H 0.1396 2.7963 -1.9758 -0.11 -0.75 0.90
H 1.3461 1.8883 0.3673 -0.35 0.33 -2.31
N 2.1340 0.7075 1.7942 2.67 0.45 -0.62
O -1.9443 1.8571 -2.8340 0.21 -1.42 1.46
```
Positions in Å, forces in eV/Å.

- Relative energy (zero: lowest compared OMol25 entry of this formula, charge and spin): 4.526 eV
- 2S+1: 1
- Gap between HOMO and LUMO: 0.330 hartree
- Highest occupied orbital energy: -0.2953 Eh
- Energy: -597.318396 a.u.